Molecular formula: C5H11FN
Method: DFT, the ωB97M-V functional and the def2-TZVPD basis

Calculated values
M ... 104.15 g mol⁻¹
Charge ... +1
Largest force on an atom ... 5.8 eV/Å
HOMO level ... -0.4966 Ha
LUMO ... -4.05 eV
SMILES ... C/C(F)=C(/C)C[NH3+]

Each line ends with the natural charge from an NBO analysis.
Cartesian coordinates (Å):
C: -1.501747 1.140374 1.066167  -0.696
C: -0.427975 1.203068 0.046407  0.456
F: -0.148029 2.560648 -0.100232  -0.337
C: 0.385772 0.302827 -0.556532  -0.132
C: 1.400815 0.526492 -1.668369  -0.657
C: -0.141354 -1.251426 -0.432557  -0.251
N: 0.225138 -1.653614 1.011269  -0.727
H: -1.803488 0.142930 1.196008  0.193
H: -1.187360 1.376621 2.068745  0.252
H: -2.098794 1.975670 0.738490  0.282
H: 1.517121 1.645298 -1.762185  0.268
H: 1.125471 0.284503 -2.650550  0.241
H: 2.301686 -0.113887 -1.354645  0.221
H: -1.168304 -1.146811 -0.458014  0.241
H: 0.492374 -1.658096 -1.194595  0.260
H: -0.571434 -1.626464 1.747134  0.463
H: 1.037253 -1.033486 1.324786  0.467
H: 0.562853 -2.674648 0.978673  0.456

Force components x, y, z for each atom (eV/Å):
1.45 0.40 -0.47
2.48 1.50 0.29
0.10 -1.47 -0.42
-2.70 -1.34 -0.77
1.01 1.22 2.69
2.85 4.76 1.77
0.85 -1.92 0.66
-1.78 -1.10 -0.40
0.77 0.60 0.30
-1.46 -0.47 0.19
0.83 -1.21 0.49
-0.92 -1.05 -1.21
-0.73 1.52 -0.82
-2.02 -0.88 -0.78
-0.42 -1.49 -0.02
1.57 0.18 -1.71
-1.37 -1.00 -0.27
-0.50 1.75 0.45



Molecular formula: C66H59CuN3P3S2Si
Method: DFT, the ωB97M-V functional and the def2-TZVPD basis

Calculated values
M ... 1142.91 g mol⁻¹
Charge ... +1
Largest force on an atom ... 0.5 eV/Å
HOMO level (spin up / spin down) ... -0.3139 / -0.3628 Ha
LUMO (spin up / spin down) ... -1.50 / -3.19 eV
<S²> ... 0.7552
2S+1 ... 2

Each line ends with the Mulliken charge.
Cartesian coordinates (Å):
Cu: -0.238229 -0.721405 0.605344  0.270
C: 0.077015 5.922295 -3.294968  -0.694
C: -1.047774 5.342532 -3.865879  -0.835
C: -1.558008 4.161269 -3.349102  -0.443
C: -0.945435 3.547018 -2.258012  0.401
C: 0.193312 4.126107 -1.703223  0.054
C: 0.696936 5.313566 -2.213113  -0.975
P: -1.572023 2.030888 -1.461233  1.908
C: -2.544118 1.252874 -2.805816  0.634
C: -1.869425 0.917189 -3.983495  -0.467
C: -2.527958 0.260675 -5.009915  -0.723
C: -3.865893 -0.089605 -4.875681  -0.770
C: -4.538855 0.219366 -3.704280  -0.576
C: -3.883446 0.888932 -2.677107  -0.625
C: -2.893026 2.644595 -0.355278  -0.748
C: -3.916550 3.496760 -0.759513  -0.122
C: -4.943749 3.821503 0.111693  -0.837
C: -4.954762 3.288770 1.394298  -1.098
C: -3.918255 2.469915 1.816016  0.167
C: -2.860835 2.150951 0.956395  0.342
Si: -1.325208 1.240988 1.561045  -0.118
C: 0.107404 2.464602 1.571637  0.321
C: -0.113364 3.841625 1.618781  0.098
C: 0.944953 4.737888 1.559914  -0.774
C: 2.243566 4.265799 1.440870  -0.846
C: 2.486897 2.898509 1.406094  -0.541
C: 1.428498 2.000353 1.474501  0.256
P: 1.646533 0.190910 1.547555  1.815
C: 3.381918 -0.165475 1.110929  0.748
C: 4.420158 0.251889 1.947968  -0.348
C: 5.737570 -0.033943 1.630123  -0.889
C: 6.033572 -0.764576 0.485020  -0.867
C: 5.007356 -1.206879 -0.334925  -0.543
C: 3.688078 -0.904559 -0.024392  -0.291
C: 1.699068 -0.142336 3.341772  0.082
C: 1.370582 0.810756 4.300684  -0.260
C: 1.434780 0.493711 5.650921  -0.423
C: 1.848879 -0.766910 6.052633  -0.801
C: 2.185807 -1.718932 5.099398  -0.719
C: 2.096152 -1.414173 3.751429  -0.338
C: -1.720388 0.664957 3.323957  0.510
C: -1.880160 1.574493 4.373087  -0.019
C: -2.294499 1.154596 5.625591  -0.825
C: -2.596527 -0.185218 5.845465  -1.101
C: -2.447883 -1.103909 4.821270  -0.236
C: -1.975234 -0.687501 3.576523  -0.286
P: -1.691014 -1.798248 2.169516  1.339
C: -0.892791 -3.334260 2.718268  0.883
C: -0.516469 -3.614233 4.027304  -1.153
C: 0.163750 -4.788734 4.323416  -0.675
C: 0.485840 -5.686450 3.318186  -0.835
C: 0.133307 -5.404303 2.004161  -0.893
C: -0.545607 -4.235314 1.706804  -0.755
C: -3.351864 -2.281348 1.603206  0.618
C: -4.201943 -1.256094 1.183056  -0.370
C: -5.460657 -1.543961 0.683423  -0.669
C: -5.886094 -2.863878 0.590791  -0.748
C: -5.052071 -3.885868 1.015085  -0.859
C: -3.790745 -3.598879 1.522980  -0.736
H: 0.473209 6.845480 -3.697622  0.399
H: -1.526238 5.810423 -4.716295  0.447
H: -2.424854 3.702972 -3.810611  0.465
H: 0.688566 3.636735 -0.872909  -0.087
H: 1.577961 5.760064 -1.767952  0.536
H: -0.821974 1.173062 -4.089386  0.429
H: -1.994507 0.022109 -5.921269  0.456
H: -4.378955 -0.599363 -5.680575  0.390
H: -5.581804 -0.047114 -3.588037  0.434
H: -4.429709 1.131948 -1.773479  0.223
H: -3.916916 3.898883 -1.765043  0.474
H: -5.739637 4.479990 -0.210977  0.417
H: -5.766146 3.524226 2.070977  0.451
H: -3.931544 2.084337 2.828244  0.482
H: -1.127694 4.221236 1.676467  0.405
H: 0.753821 5.802639 1.590057  0.395
H: 3.071825 4.960304 1.379991  0.445
H: 3.504318 2.538646 1.321932  0.305
H: 4.196235 0.792421 2.860266  0.516
H: 6.533677 0.299318 2.282472  0.447
H: 7.062149 -0.999534 0.244075  0.434
H: 5.226630 -1.793671 -1.218920  0.499
H: 2.890516 -1.226711 -0.677831  -0.117
H: 1.065425 1.805083 4.000198  0.171
H: 1.171101 1.240435 6.388565  0.463
H: 1.913452 -1.007073 7.105824  0.395
H: 2.511359 -2.704919 5.404292  0.454
H: 2.352402 -2.169304 3.014769  0.444
H: -1.680394 2.628473 4.207536  0.393
H: -2.403623 1.870654 6.429943  0.485
H: -2.950812 -0.510317 6.814671  0.415
H: -2.707666 -2.141481 4.990166  0.629
H: -0.726918 -2.913921 4.822367  0.451
H: 0.443981 -4.998052 5.347575  0.493
H: 1.014016 -6.600678 3.554194  0.406
H: 0.389483 -6.091889 1.208639  0.482
H: -0.803323 -4.019905 0.675146  0.766
H: -3.886650 -0.219829 1.247053  0.344
H: -6.109846 -0.736748 0.368699  0.515
H: -6.868065 -3.091738 0.198226  0.432
H: -5.382295 -4.914732 0.959449  0.457
H: -3.157695 -4.409446 1.858337  0.439
S: -2.538962 -2.702170 -2.823467  -0.330
C: -2.074117 -1.688399 -1.523513  -0.365
N: -0.870647 -1.841378 -1.068495  1.714
C: -0.213995 -2.852982 -1.755850  -1.234
C: 1.078810 -3.306708 -1.492415  0.404
C: 1.590281 -4.324034 -2.268079  -1.289
C: 0.831142 -4.896682 -3.300221  -0.858
C: -0.454608 -4.470278 -3.556454  -0.560
C: -0.974363 -3.443122 -2.768253  0.989
H: -2.760855 -0.956006 -1.129763  -0.345
H: 1.645296 -2.877496 -0.676992  0.358
H: 2.587815 -4.694838 -2.071463  0.562
H: 1.255211 -5.694152 -3.895299  0.459
H: -1.043990 -4.922919 -4.342204  0.483
C: 3.608974 -1.100960 -6.109909  -1.100
C: 3.845797 -1.564131 -4.679676  -0.708
N: 2.819210 -1.098739 -3.762145  0.215
C: 2.802032 0.041628 -3.035881  -1.049
S: 1.378855 0.475749 -2.232230  0.242
N: 3.930178 0.757905 -2.963110  0.368
C: 4.124365 1.907510 -2.091000  1.023
C: 5.207730 2.811309 -2.645761  -1.647
H: 4.375394 -1.496735 -6.776238  0.413
H: 3.624099 -0.012655 -6.172970  0.259
H: 2.639430 -1.447894 -6.468251  0.281
H: 4.826825 -1.238014 -4.332003  0.313
H: 3.870137 -2.654254 -4.624938  0.418
H: 1.905459 -1.520835 -3.836595  0.145
H: 4.760824 0.397408 -3.403254  0.198
H: 4.382898 1.556607 -1.086481  -0.306
H: 3.171970 2.428293 -2.017477  -0.357
H: 6.163657 2.290378 -2.734471  0.408
H: 5.361076 3.659307 -1.978585  0.437
H: 4.930176 3.196950 -3.626995  0.361

Force components x, y, z for each atom (eV/Å):
-0.50 -0.02 0.06
0.01 0.02 0.01
0.01 0.00 0.00
0.00 -0.04 -0.01
-0.03 0.06 -0.03
0.05 -0.06 -0.05
0.01 0.00 0.02
0.02 -0.10 -0.05
0.03 0.00 -0.02
-0.03 -0.01 0.02
0.01 0.01 -0.03
0.01 0.01 -0.01
0.00 0.00 0.01
0.00 0.01 0.02
0.04 -0.03 0.07
0.00 0.03 -0.02
0.01 0.01 -0.03
0.00 -0.01 0.00
-0.02 0.02 0.01
-0.04 0.11 0.04
0.13 -0.30 -0.02
-0.03 0.09 -0.01
0.00 0.00 0.09
0.03 0.00 0.07
-0.01 0.02 0.01
0.00 -0.01 -0.04
0.05 0.00 0.04
0.00 -0.08 -0.22
0.06 0.04 0.10
0.00 0.01 -0.01
0.00 -0.01 -0.01
0.00 0.00 -0.02
0.00 -0.02 0.01
-0.03 -0.03 -0.01
0.00 0.05 0.04
0.06 -0.01 0.00
0.01 -0.01 0.01
-0.01 0.01 0.00
-0.04 -0.05 -0.02
-0.01 -0.05 0.03
-0.01 0.06 0.04
-0.04 0.01 0.02
-0.02 -0.01 0.00
0.01 0.01 0.00
-0.03 0.00 0.01
-0.01 -0.02 -0.06
0.21 0.10 -0.16
-0.01 0.02 0.06
0.03 -0.03 0.03
0.01 0.00 0.00
0.00 0.00 0.00
-0.02 -0.01 -0.01
0.02 0.00 -0.03
-0.03 -0.03 0.03
-0.01 0.03 -0.02
-0.01 -0.03 0.00
0.00 0.01 0.00
0.01 0.00 0.01
0.01 -0.01 -0.02
0.00 0.00 -0.01
-0.01 0.00 0.00
-0.01 0.03 0.01
0.02 -0.02 -0.09
0.00 -0.01 -0.01
0.01 0.00 -0.01
0.00 -0.01 -0.01
0.00 -0.01 0.00
-0.01 -0.01 -0.01
0.01 0.00 -0.01
0.00 0.00 -0.03
-0.01 0.00 0.00
0.00 0.01 0.01
0.00 -0.01 0.00
-0.01 0.01 0.00
0.00 0.01 -0.01
0.00 0.00 0.00
-0.01 0.02 -0.02
0.00 -0.01 0.00
0.01 0.00 0.01
0.01 0.00 0.00
0.01 0.00 0.00
-0.03 0.02 -0.02
0.02 -0.02 0.00
0.00 0.00 0.01
0.00 0.00 0.01
0.00 -0.01 0.01
0.00 0.01 0.00
0.01 0.01 -0.01
0.00 0.01 0.01
-0.01 0.00 0.01
-0.02 0.01 0.00
0.02 0.00 -0.01
0.01 0.00 0.01
0.01 0.00 0.00
0.01 -0.01 0.00
-0.02 0.01 0.02
0.01 -0.04 0.01
-0.01 0.01 0.00
-0.01 0.00 0.00
-0.01 -0.01 0.00
0.02 0.00 0.00
0.00 -0.03 -0.02
0.09 0.06 -0.01
0.06 0.02 0.24
0.06 0.01 0.00
-0.02 -0.03 0.00
0.01 -0.01 0.01
0.04 0.01 0.01
-0.02 0.01 -0.02
0.02 0.01 -0.04
-0.04 -0.02 0.04
-0.01 0.04 0.01
0.01 0.00 -0.01
0.00 -0.01 0.00
-0.01 0.00 0.00
0.02 0.01 -0.02
0.03 0.03 -0.01
-0.01 -0.02 0.02
-0.12 -0.05 0.01
0.00 0.09 -0.02
0.06 0.00 -0.03
-0.03 0.03 0.05
0.01 0.04 0.01
0.02 0.00 0.00
-0.01 0.01 0.00
-0.01 0.00 0.01
0.01 -0.02 0.03
-0.06 0.01 -0.02
0.04 -0.05 0.04
0.00 0.00 -0.03
0.00 0.04 0.01
-0.02 0.02 -0.01
0.01 -0.02 0.00
0.00 -0.01 0.00
0.00 0.00 -0.01



Molecular formula: C9H18NSSi
Method: DFT, the ωB97M-V functional and the def2-TZVPD basis

Calculated values
M ... 200.40 g mol⁻¹
Charge ... +1
Largest force on an atom ... 5.0 eV/Å
HOMO level ... -0.4528 Ha
LUMO ... -2.60 eV
SMILES ... C[NH2+][C@](C)(c1ccsc1)[SiH](C)C

Each line ends with the natural charge from an NBO analysis.
Cartesian coordinates (Å):
C: -1.031663 -0.720861 -2.327693  -0.434
N: 0.159028 -0.193376 -1.608185  -0.544
C: 0.226046 -0.568086 -0.025214  -0.168
C: 1.761257 -0.880598 0.084406  -0.650
C: -0.454622 -1.925401 0.011179  -0.175
C: -0.061057 -3.008644 -0.809843  -0.301
C: 0.004238 -4.229097 -0.212364  -0.352
S: -0.321046 -4.010312 1.508975  0.478
C: -0.818812 -2.387166 1.244686  -0.378
Si: -0.120598 1.089993 1.150657  1.390
C: 0.946955 1.657469 2.626596  -1.091
C: 0.403187 2.409157 -0.064388  -1.175
H: -1.116572 -1.781622 -2.334207  0.250
H: -1.963678 -0.270992 -1.993475  0.242
H: -0.874039 -0.501217 -3.369235  0.230
H: 0.142967 0.822306 -1.591226  0.450
H: 1.023563 -0.504895 -1.870325  0.416
H: 1.831665 -1.908203 0.493984  0.255
H: 2.286943 -0.796669 -0.791051  0.191
H: 2.359402 -0.035958 0.745072  0.218
H: 0.384602 -2.952349 -1.790832  0.218
H: 0.486822 -5.074369 -0.642484  0.254
H: -1.151692 -1.873426 2.256029  0.267
H: -1.515823 0.709625 1.065495  -0.160
H: 0.839467 1.181616 3.695257  0.271
H: 1.919399 1.447215 2.353865  0.238
H: 0.921540 2.788561 2.845545  0.280
H: 0.847442 3.354840 0.427658  0.290
H: 1.314360 2.083088 -0.743715  0.236
H: -0.473668 2.692233 -0.650742  0.252

Force components x, y, z for each atom (eV/Å):
0.22 0.74 -1.17
-3.95 1.20 2.89
1.37 -0.22 -1.41
-0.14 1.58 4.46
0.03 0.89 1.93
0.93 -1.12 -0.51
0.17 1.58 1.67
-1.05 -0.68 -1.41
0.07 0.27 3.13
0.64 -0.53 -0.89
-2.43 0.08 3.30
2.09 0.99 -0.71
0.03 -0.46 0.58
0.29 0.13 0.26
-0.11 0.55 -0.52
0.17 0.14 -0.57
2.35 -1.00 -1.86
0.64 0.86 0.02
1.27 -0.23 -2.44
-1.49 -2.39 -1.18
-0.17 0.29 -0.26
-0.10 -0.69 0.00
0.80 -0.61 -2.59
-0.88 0.79 0.87
-0.10 0.62 -2.16
2.33 -0.41 -0.72
-0.40 -1.67 -0.80
-1.04 -1.49 -0.61
-1.85 0.53 1.09
0.31 0.27 -0.39



Calculated total energy per entry: -9562.115, -175923.574, -29818.183 eV
Relative energy (zero: lowest compared OMol25 entry of this formula, charge and spin) per entry: 59.3, 0.0, 52.1 kcal/mol